Entry 1:
# C28H31N2O6PdS2Sb

A molecular structure, C28H31N2O6PdS2Sb (ωB97M-V/def2-TZVPD, the OMol25 dataset).

Each line ends with the Mulliken spin population.
Cartesian coordinates (Å):
Pd1 1.417 2.141 -0.983  0.71
O1 0.024 1.736 -2.483  0.02
S1 -0.451 0.356 -2.848  0.06
O2 -1.500 0.389 -3.796  0.02
O3 -0.905 -0.432 -1.676  0.04
C1 1.049 -0.454 -3.566  0.01
C2 1.034 -0.605 -4.890  0.00
C3 1.877 -1.459 -5.621  0.00
C4 2.983 -1.948 -4.935  0.00
C5 3.146 -1.653 -3.568  0.00
C6 2.212 -0.945 -2.842  0.00
S2 2.576 -0.802 -1.125  0.03
O4 2.308 -2.111 -0.545  0.01
O5 3.891 -0.199 -0.942  0.00
O6 1.428 0.158 -0.619  0.13
H1 0.204 -0.039 -5.364  0.00
H2 1.693 -1.652 -6.667  0.00
H3 3.730 -2.543 -5.331  0.00
H4 3.912 -2.132 -3.029  0.00
N1 2.823 2.492 0.515  0.11
C7 2.367 2.644 1.954  -0.01
C8 0.979 3.253 1.982  -0.01
C9 0.874 4.669 1.381  0.01
C10 0.567 4.828 -0.072  -0.01
N2 1.276 4.100 -1.181  0.09
H5 3.477 1.669 0.402  -0.01
H6 3.448 3.364 0.391  -0.01
H7 3.226 3.202 2.480  0.01
H8 2.313 1.626 2.364  0.00
H9 0.645 3.195 3.055  0.00
H10 0.309 2.546 1.397  0.04
H11 1.715 5.301 1.667  0.00
H12 0.036 5.182 1.875  0.00
H13 0.575 5.944 -0.265  0.00
H14 -0.518 4.548 -0.218  0.00
H15 2.184 4.530 -1.308  0.00
H16 0.753 4.362 -2.041  0.00
C11 1.035 -1.245 5.037  0.00
C12 0.198 -0.192 4.760  0.02
C13 -0.232 0.128 3.422  0.00
C14 0.155 -0.715 2.398  0.34
C15 1.075 -1.699 2.643  -0.03
C16 1.492 -2.003 3.948  0.01
Sb1 -1.029 -0.623 0.462  0.23
C17 -3.100 -0.159 0.325  0.12
C18 -3.377 1.195 0.292  0.06
C19 -4.706 1.640 0.460  0.02
C20 -5.753 0.664 0.449  0.00
C21 -5.435 -0.678 0.183  0.01
C22 -4.080 -1.094 0.127  -0.04
C23 -1.271 -2.726 0.219  0.04
C24 -0.593 -3.230 -0.880  -0.01
C25 -0.606 -4.593 -1.149  0.00
C26 -1.343 -5.435 -0.345  0.00
C27 -1.925 -4.916 0.844  0.00
C28 -1.906 -3.550 1.108  -0.02
H17 1.296 -1.524 6.064  0.00
H18 -0.163 0.484 5.514  0.00
H19 -0.914 0.969 3.287  0.02
H20 1.457 -2.312 1.847  0.01
H21 2.132 -2.839 4.112  0.00
H22 -2.539 1.843 0.190  -0.02
H23 -4.951 2.764 0.418  0.00
H24 -6.750 1.020 0.537  0.00
H25 -6.209 -1.504 0.165  0.00
H26 -3.954 -2.153 0.164  0.00
H27 0.042 -2.546 -1.504  -0.01
H28 0.053 -5.008 -1.928  0.00
H29 -1.299 -6.540 -0.438  0.00
H30 -2.365 -5.563 1.629  0.00
H31 -2.115 -3.126 2.090  0.00

Gap between HOMO and LUMO (spin up / spin down), eV: 5.700 / 6.864
Energy relative to the best compared isomer or geometry (same formula, charge and spin), eV: 0.000
HOMO (spin up / spin down), eV: -5.3 / -7.6
Spin multiplicity: 3

Entry 2:
# C28H31N8OS2SeTi

A molecular structure, C28H31N8OS2SeTi (ωB97M-V/def2-TZVPD, the OMol25 dataset).

Each line ends with the Mulliken spin population.
Cartesian coordinates (Å):
Ti1 -0.346 -1.057 0.217  -0.04
Se1 -3.513 2.185 -5.811  0.02
N1 -3.974 2.095 -4.093  0.00
C1 -2.995 1.503 -3.476  -0.02
C2 -2.991 1.237 -2.036  0.01
C3 -3.990 1.655 -1.199  0.11
C4 -3.923 1.363 0.181  0.12
C5 -2.873 0.622 0.642  -0.02
N2 -1.877 0.179 -0.153  0.12
C6 -1.886 0.517 -1.501  0.16
C7 -0.778 0.142 -2.293  0.12
N3 0.273 -0.511 -1.680  0.12
C8 1.378 -0.752 -2.386  -0.05
C9 1.512 -0.458 -3.721  0.13
C10 0.429 0.137 -4.382  0.02
C11 -0.710 0.446 -3.683  0.07
C12 -1.863 1.104 -4.295  -0.01
N4 -1.943 1.379 -5.564  0.02
H1 -4.822 2.209 -1.616  0.00
H2 -4.690 1.694 0.866  0.01
H3 -2.805 0.344 1.684  0.01
H4 2.192 -1.219 -1.848  0.01
H5 2.431 -0.694 -4.237  0.01
H6 0.473 0.374 -5.438  0.00
C13 -3.512 -2.666 -1.897  0.00
C14 -3.599 -3.577 -0.666  0.01
C15 -3.894 -2.793 0.619  0.00
C16 -2.380 -4.474 -0.530  0.00
C17 -2.574 -5.849 -0.590  0.00
C18 -1.522 -6.745 -0.474  0.01
C19 -0.244 -6.244 -0.310  0.00
C20 0.002 -4.877 -0.254  -0.01
C21 1.466 -4.450 -0.221  0.01
C22 1.942 -4.185 -1.656  0.00
C23 1.828 -3.288 0.704  -0.01
C24 -1.074 -3.972 -0.352  0.01
N5 -0.838 -2.607 -0.260  0.05
H7 -2.600 -2.071 -1.879  0.00
H8 -3.511 -3.261 -2.814  0.00
H9 -4.368 -1.985 -1.931  0.00
H10 -4.448 -4.246 -0.826  0.00
H11 -3.049 -2.164 0.886  0.00
H12 -4.077 -3.477 1.450  0.00
H13 -4.775 -2.158 0.485  0.00
H14 -3.583 -6.224 -0.728  0.00
H15 -1.697 -7.813 -0.520  0.00
H16 0.595 -6.930 -0.225  0.00
H17 2.020 -5.312 0.159  0.00
H18 1.306 -3.434 -2.127  0.00
H19 1.871 -5.097 -2.252  0.00
H20 2.981 -3.837 -1.680  0.00
H21 1.435 -2.356 0.304  0.02
H22 2.913 -3.185 0.791  0.00
H23 1.400 -3.435 1.695  0.00
S1 1.440 1.101 0.553  0.00
C25 2.342 0.513 1.877  0.00
N6 1.886 0.601 3.124  0.00
C26 2.540 0.000 4.286  0.00
C27 3.425 -1.149 3.840  0.00
C28 4.350 -0.649 2.747  0.00
N7 3.538 -0.063 1.686  0.00
H24 0.903 0.812 3.176  0.00
H25 1.769 -0.346 4.972  0.00
H26 3.135 0.754 4.805  0.00
H27 2.803 -1.954 3.443  0.00
H28 4.001 -1.534 4.681  0.00
H29 4.931 -1.467 2.325  0.00
H30 5.050 0.088 3.149  0.00
H31 3.882 -0.026 0.743  0.00
O1 -1.257 -3.347 2.808  0.00
S2 -0.914 -1.994 3.199  0.00
N8 -0.367 -1.024 2.212  0.00

Gap between HOMO and LUMO (spin up / spin down), eV: 5.084 / 6.953
Energy relative to the best compared isomer or geometry (same formula, charge and spin), eV: 0.284
HOMO (spin up / spin down), eV: -5.4 / -7.3
Spin multiplicity: 2

Entry 3:
# C28H32CdNO4P3S

A molecular structure, C28H32CdNO4P3S (ωB97M-V/def2-TZVPD, the OMol25 dataset).

Each line ends with the natural charge from an NBO analysis.
Cartesian coordinates (Å):
Cd1 -0.012 0.144 -0.333  1.57
O1 2.232 1.623 -2.988  -0.96
S1 1.373 1.073 -1.986  2.49
O2 0.349 2.057 -1.448  -1.12
O3 2.104 0.558 -0.761  -1.13
O4 0.534 -0.105 -2.424  -1.10
C1 -1.825 -3.148 2.322  -0.43
N1 -1.255 -2.052 1.530  -1.07
P1 -2.252 -1.065 0.532  1.01
C2 -3.653 -2.159 0.106  -0.39
C3 -4.787 -2.309 0.899  -0.20
C4 -5.778 -3.202 0.525  -0.20
C5 -5.647 -3.946 -0.640  -0.19
C6 -4.526 -3.790 -1.442  -0.23
C7 -3.536 -2.894 -1.074  -0.13
C8 -3.035 0.103 1.692  -0.40
C9 -3.901 1.032 1.110  -0.15
C10 -4.502 2.010 1.884  -0.22
C11 -4.226 2.079 3.244  -0.21
C12 -3.349 1.174 3.822  -0.20
C13 -2.751 0.188 3.048  -0.21
P2 0.382 -2.102 0.970  1.00
C14 0.682 -3.893 0.786  -0.29
C15 0.010 -4.529 -0.259  -0.21
C16 0.164 -5.889 -0.466  -0.21
C17 1.008 -6.622 0.358  -0.20
C18 1.702 -5.988 1.378  -0.19
C19 1.543 -4.627 1.595  -0.23
C20 1.388 -1.671 2.421  -0.41
C21 0.938 -1.628 3.735  -0.21
C22 1.810 -1.276 4.755  -0.20
C23 3.129 -0.957 4.466  -0.21
C24 3.575 -0.966 3.151  -0.22
C25 2.707 -1.312 2.128  -0.14
H1 -2.188 -3.964 1.692  0.21
H2 -2.659 -2.779 2.921  0.21
H3 -1.064 -3.548 2.991  0.21
H4 -4.897 -1.725 1.805  0.23
H5 -6.658 -3.318 1.145  0.22
H6 -6.427 -4.639 -0.929  0.22
H7 -4.430 -4.359 -2.358  0.22
H8 -2.670 -2.741 -1.710  0.22
H9 -4.097 0.985 0.044  0.22
H10 -5.171 2.728 1.428  0.22
H11 -4.692 2.845 3.850  0.22
H12 -3.124 1.237 4.880  0.22
H13 -2.056 -0.512 3.497  0.22
H14 -0.628 -3.944 -0.911  0.22
H15 -0.360 -6.375 -1.279  0.22
H16 1.127 -7.686 0.201  0.22
H17 2.376 -6.556 2.007  0.22
H18 2.086 -4.139 2.394  0.23
H19 -0.094 -1.861 3.965  0.21
H20 1.457 -1.245 5.778  0.22
H21 3.807 -0.686 5.266  0.22
H22 4.597 -0.691 2.923  0.23
H23 3.028 -1.275 1.091  0.24
C26 -0.894 3.342 1.335  -0.95
P3 0.385 2.034 1.429  0.80
C27 1.896 2.975 1.032  -0.94
C28 0.609 1.891 3.256  -0.94
H24 -0.539 4.256 1.813  0.22
H25 -1.815 3.013 1.819  0.23
H26 -1.087 3.538 0.280  0.26
H27 1.993 3.813 1.723  0.21
H28 1.815 3.318 0.005  0.28
H29 2.760 2.317 1.097  0.26
H30 0.824 2.865 3.697  0.22
H31 1.446 1.219 3.457  0.24
H32 -0.288 1.478 3.720  0.23

Gap between HOMO and LUMO, eV: 8.043
Energy relative to the best compared isomer or geometry (same formula, charge and spin), eV: 0.788
HOMO, eV: -8.2

Entry 4:
# C28H32Cl2O4

C28H32Cl2O4 in the gas phase (ωB97M-V/def2-TZVPD, the OMol25 dataset).

Each line ends with the natural charge from an NBO analysis.
Cartesian coordinates (Å):
C1 3.321 -3.825 1.686  -0.63
C2 1.843 -3.669 1.519  -0.07
O1 1.680 -2.317 1.013  -0.51
C3 0.387 -2.026 0.844  0.84
C4 -0.031 -0.579 0.457  -0.20
C5 -1.549 -0.414 0.813  -0.21
C6 -2.444 -1.444 0.148  -0.44
C7 -3.915 -1.237 0.414  -0.39
C8 -4.208 -1.298 1.914  -0.39
C9 -3.268 -0.376 2.700  -0.39
C10 -1.793 -0.528 2.324  -0.41
C11 0.811 0.385 1.318  0.84
O2 0.362 1.329 1.956  -0.60
O3 2.134 0.186 1.234  -0.52
C12 2.883 1.241 1.880  -0.07
C13 4.307 0.790 1.758  -0.63
O4 -0.438 -2.929 1.016  -0.62
H1 3.556 -4.807 2.092  0.22
H2 3.826 -3.722 0.724  0.21
H3 3.727 -3.083 2.378  0.21
H4 1.421 -4.370 0.790  0.20
H5 1.316 -3.774 2.475  0.20
H6 -1.862 0.593 0.494  0.22
H7 -2.264 -1.507 -0.921  0.22
H8 -2.145 -2.408 0.562  0.25
H9 -4.218 -0.266 0.006  0.18
H10 -4.491 -1.997 -0.120  0.21
H11 -5.254 -1.020 2.099  0.20
H12 -4.073 -2.333 2.265  0.19
H13 -3.562 0.666 2.517  0.19
H14 -3.386 -0.553 3.774  0.21
H15 -1.432 -1.518 2.635  0.20
H16 -1.206 0.241 2.835  0.24
H17 2.679 2.177 1.340  0.19
H18 2.563 1.332 2.926  0.20
H19 4.973 1.579 2.112  0.21
H20 4.485 -0.100 2.375  0.21
H21 4.553 0.546 0.719  0.21
Cl1 -2.443 -4.079 -4.733  0.02
C14 -1.606 -2.956 -3.737  -0.04
C15 -0.492 -3.376 -2.996  -0.24
C16 0.167 -2.457 -2.181  -0.15
C17 -0.304 -1.146 -2.038  -0.02
C18 0.336 -0.219 -0.983  -0.28
C19 0.109 1.269 -1.287  -0.16
C20 1.074 2.214 -1.203  -0.21
C21 0.891 3.667 -1.295  0.02
C22 1.926 4.543 -0.882  -0.21
C23 1.793 5.928 -0.943  -0.23
C24 0.609 6.485 -1.450  -0.04
Cl2 0.435 8.187 -1.511  0.02
C25 -0.416 5.649 -1.922  -0.23
C26 -0.276 4.257 -1.835  -0.19
C27 -1.322 -0.703 -2.902  -0.20
C28 -1.999 -1.610 -3.731  -0.23
H22 -0.153 -4.406 -3.061  0.23
H23 1.115 -2.732 -1.724  0.21
H24 1.419 -0.415 -1.054  0.24
H25 -0.913 1.538 -1.582  0.20
H26 2.120 1.904 -1.054  0.20
H27 2.858 4.107 -0.521  0.21
H28 2.574 6.583 -0.566  0.23
H29 -1.322 6.105 -2.320  0.23
H30 -1.072 3.618 -2.219  0.21
H31 -1.586 0.353 -2.960  0.22
H32 -2.807 -1.271 -4.379  0.23

Gap between HOMO and LUMO, eV: 8.820
HOMO, eV: -8.6
SMILES: CCOC(=O)C(C(=O)OCC)(C1CCCCC1)[C@H](/C=C/c1ccc(Cl)cc1)c1ccc(Cl)cc1